ORCA calculation (ωB97M-V with the def2-TZVPD basis set) on one molecule with the formula C3H5NOS at a distorted geometry.

Geometry as XYZ:
```
11
Properties=species:S:1:pos:R:3:forces:R:3
C -0.264114 -0.442594 -1.486412 -0.987 -1.031 -0.730
C 0.712710 -0.099899 -0.429066 -0.477 -1.810 -1.107
C -0.547582 0.761572 1.408687 0.460 0.378 0.391
H -1.229116 0.012221 -1.292418 -0.196 0.271 -0.227
H 0.913679 0.905432 -0.560767 0.677 2.311 0.073
H 1.590783 -0.680089 -0.625903 0.636 -0.391 0.548
H 0.415786 -1.036291 1.484811 -0.495 0.760 -1.014
H -0.781479 0.598824 2.471058 -0.244 -0.194 -0.034
N 0.051316 -0.326854 0.819332 0.431 -0.104 1.915
O -0.730228 1.840203 0.882742 -0.033 -0.685 -0.139
S -0.131754 -1.532526 -2.672065 0.228 0.496 0.323
```
Forces are in eV/Å.

Results
E_LUMO = -0.22 eV
energy relative to the best compared isomer or geometry (same formula, charge and spin) = 1.282 eV
HOMO energy = -8.87 eV
SMILES string = O=CNCC=S